[1]
47
Properties=species:S:1:pos:R:3:forces:R:3 method="wB97M-V/def2-TZVPD" energy_ev=-134928.216 de_lowest_kcal_mol=0.0 charge=-1
F 3.6625 -1.6425 -3.6838 -0.01 0.01 0.00
Pt -1.4591 1.5119 -0.3838 0.21 0.38 0.09
H 1.3815 3.3303 3.7028 -0.01 0.02 -0.01
C -3.4700 1.7264 -0.0119 0.45 -0.20 -0.03
C 0.0658 1.9833 2.6920 -0.06 0.04 -0.21
H 2.0232 -0.8087 4.5597 0.01 0.01 -0.03
H 0.1262 -1.3907 3.0505 0.00 0.01 0.02
C -3.1808 -0.9169 -3.3924 -0.07 0.10 -0.17
C 2.1571 0.4557 -1.1014 -0.14 -0.23 0.16
C 1.8018 1.2868 4.1945 -0.25 -0.03 -0.19
Se 0.9740 1.9426 -0.9114 0.13 0.23 -0.08
O 3.2990 2.7816 5.1125 -0.04 0.21 -0.03
F -3.3993 -4.4004 -3.0530 -0.04 -0.04 -0.06
O -1.2362 3.0689 0.8895 -0.06 -0.31 0.22
H -1.1228 0.3694 1.9173 -0.12 0.11 -0.19
H -1.2123 -3.2625 -2.0038 0.00 0.05 0.09
C 4.1221 -1.5393 -1.3830 0.08 -0.06 0.01
C 2.4462 -0.1258 -2.3307 -0.12 0.07 0.15
O -0.5719 4.2331 2.6401 -0.06 -0.06 -0.06
N 2.9130 1.6326 5.0897 0.09 -0.03 -0.03
H -4.1367 1.1008 -0.6074 0.00 0.01 -0.03
C -1.6711 -2.3019 -2.1962 0.20 -0.16 0.03
H -3.7047 2.7768 -0.1655 -0.10 0.04 0.04
H -3.0715 1.1580 -2.8258 -0.09 -0.02 0.06
F 2.6577 0.4456 1.2134 0.10 0.07 0.03
C -1.2577 -1.1821 -1.5040 0.39 -0.29 0.09
F 4.5578 -1.4175 0.9199 -0.04 -0.01 0.01
C -0.2795 0.6504 2.5285 -0.03 -0.19 0.18
C 3.4085 -1.1066 -2.4797 0.00 -0.04 -0.20
C -2.7116 0.1545 -2.6551 -0.14 0.15 -0.28
F -4.2898 -3.1209 -4.5624 0.03 -0.10 -0.01
C 1.1149 2.2966 3.5467 0.21 0.08 0.11
Cl -3.9147 1.3695 1.7074 -0.09 -0.07 0.07
C 3.8578 -0.9968 -0.1418 0.01 -0.02 0.11
F 1.7857 0.2544 -3.4295 -0.01 -0.01 -0.11
C 0.4173 -0.3570 3.1910 -0.08 0.09 0.00
C 1.4699 -0.0477 4.0293 0.07 -0.10 0.15
F 5.0629 -2.4796 -1.5211 0.05 -0.06 -0.01
H -3.9367 -0.7648 -4.1495 0.00 0.04 0.05
F -2.2445 -3.8010 -4.7794 -0.04 -0.05 -0.03
O 3.4021 0.7438 5.7637 -0.02 -0.17 0.05
C -0.6347 3.1727 2.0361 -0.01 0.19 -0.12
N -1.7913 0.0247 -1.6992 -0.30 0.08 0.20
C -2.6701 -2.1732 -3.1408 -0.02 0.20 0.04
H -0.4625 -1.2304 -0.7739 -0.04 0.00 0.09
C -3.1575 -3.3759 -3.8881 0.03 0.01 -0.02
C 2.8798 -0.0281 -0.0102 -0.07 0.03 -0.19

[2]
47
Properties=species:S:1:pos:R:3:forces:R:3 method="wB97M-V/def2-TZVPD" energy_ev=-128211.725 de_lowest_kcal_mol=0.0 multiplicity=3 charge=+1
C 1.1543 0.8274 -2.2464 0.01 -0.02 -0.02
N -3.1872 3.8568 0.0675 -0.19 -0.11 0.00
C 1.7940 -0.1947 4.4413 -0.06 -0.01 0.00
H -0.1899 -5.1943 -0.6667 0.00 0.00 0.00
C 1.1464 0.9307 -0.8534 0.01 0.05 0.03
N -4.6441 -1.3642 -1.0303 0.18 -0.01 -0.03
H 3.4827 -3.5303 -2.1136 0.00 0.01 0.00
F 3.0843 -0.1544 1.0981 0.02 0.01 0.01
C 0.9012 -1.9895 -0.5651 0.06 0.01 -0.02
C 0.8436 -0.3145 1.8079 0.02 0.01 0.02
F 3.9793 0.0134 3.6106 0.01 0.00 0.01
F 2.2253 -0.1321 5.6824 0.01 0.00 0.01
N -4.5338 2.0510 -0.6703 -0.06 -0.04 -0.03
C 0.4593 -4.3418 -0.8124 0.01 -0.01 0.00
N -1.3665 2.7493 0.4595 0.00 0.06 0.02
F -0.3825 -0.4776 5.2199 0.01 0.00 0.01
H 1.5645 2.1921 0.8453 0.00 -0.01 0.01
C -4.8032 0.7461 -0.8923 0.11 -0.02 0.06
C 2.1095 3.1237 -0.9991 0.00 0.00 -0.01
Au -1.9059 -0.2678 -0.2184 -0.08 0.04 -0.06
H 1.9949 -5.4723 -1.7880 0.00 0.00 0.00
C 0.4377 -0.3650 4.1864 0.04 0.01 0.01
Br -1.8843 -0.8060 2.7331 0.05 0.02 0.02
H 2.5274 3.8272 -2.9786 0.00 0.00 0.00
C 2.6855 -0.1185 3.3881 -0.03 0.00 -0.05
H 2.4718 4.0213 -0.5172 0.00 0.00 0.00
H -0.8937 -2.9796 0.1281 0.00 0.02 0.01
C 2.1373 -2.1460 -1.1929 -0.01 0.01 0.01
C -3.3619 2.5656 -0.2336 0.18 0.11 0.02
N -2.2284 1.8787 -0.0082 -0.09 -0.02 0.02
N -5.9978 0.3037 -1.2971 0.01 0.08 -0.05
H 1.6701 1.7900 -4.0848 0.00 0.00 0.01
C 1.6552 1.8697 -3.0063 0.00 0.01 -0.02
C 1.6090 2.0868 -0.2302 0.00 -0.01 -0.01
C 1.6872 -4.4947 -1.4417 -0.01 -0.01 0.00
C 0.0640 -3.0903 -0.3713 -0.01 -0.01 -0.01
P 0.3696 -0.3932 0.0612 -0.07 -0.08 0.01
C 2.1355 3.0140 -2.3824 0.00 0.01 0.01
C -0.0367 -0.4342 2.8906 -0.01 -0.01 0.00
N -3.9505 -0.2825 -0.7219 -0.15 0.00 -0.04
H -5.2991 2.7077 -0.8087 0.00 -0.01 -0.01
N -5.8645 -0.9964 -1.3806 -0.10 -0.01 0.07
N -1.9542 3.9382 0.5005 0.15 -0.04 -0.02
H 2.7904 -1.2954 -1.3354 0.00 0.00 -0.01
C 2.5244 -3.4022 -1.6289 0.00 0.00 0.01
H 0.7808 -0.0638 -2.7378 0.00 0.00 0.01
C 2.1990 -0.1920 2.0932 -0.01 0.00 0.02

[3]
44
Properties=species:S:1:pos:R:3:forces:R:3 method="wB97M-V/def2-TZVPD" energy_ev=-101027.348 de_lowest_kcal_mol=0.0 multiplicity=5
C 10.4891 13.8604 6.8089 -0.12 -0.72 -3.13
H 7.9916 11.2228 7.8511 -0.46 -0.08 -0.58
C 11.8465 13.2479 4.4936 -1.37 1.37 2.25
H 6.6330 19.6653 4.3561 -0.22 0.16 0.48
S 5.2260 17.1369 5.5012 1.13 -0.76 -0.62
C 9.1801 16.8924 5.2432 0.51 0.70 -0.11
C 8.6881 19.2320 4.7818 -1.40 -0.07 0.39
H 6.3401 12.0540 4.1529 -0.14 0.12 -0.51
C 11.8395 14.0512 6.7245 0.76 0.36 1.84
N 7.1491 15.3273 5.5293 0.40 2.06 -0.51
C 5.8180 7.6601 5.7430 -1.10 -2.53 -0.51
H 9.9308 16.0949 5.2630 -0.37 0.31 0.27
C 7.0013 9.5304 6.9662 -0.89 -1.67 0.44
H 5.5030 9.7091 3.9250 -0.38 -0.51 -1.01
Co 7.8425 13.4956 5.9981 0.93 1.02 2.09
S 4.7352 14.1889 5.8105 0.14 -0.04 0.02
H 7.2142 8.9541 7.9018 -0.37 0.08 -1.33
H 10.6545 18.5138 5.0920 -0.45 -0.49 -0.06
O 14.4197 12.9166 4.6469 0.99 -0.13 -0.32
F 6.9096 6.8607 5.3891 -1.93 1.35 0.44
C 14.0753 13.6694 5.5774 1.07 -0.45 -0.23
F 4.7972 7.4614 4.7818 2.20 0.59 1.53
O 14.6996 14.2817 6.4488 0.02 0.28 0.08
C 12.6006 13.6904 5.6158 -2.66 -0.07 -0.86
N 9.7575 13.5168 5.6797 1.48 -0.43 0.82
C 5.8116 15.4356 5.5914 0.19 1.59 0.17
C 6.2545 9.0964 5.8542 0.89 0.90 -0.46
N 7.1246 11.6998 6.0208 -0.15 -1.22 -1.22
H 9.9192 12.9953 3.6864 -0.45 -0.10 -0.22
C 6.5196 11.2836 4.8714 0.49 -0.26 2.13
O 10.2576 14.5446 9.0228 -0.61 -1.14 -1.21
O 8.4318 13.6885 7.9526 1.38 0.06 -0.69
C 7.3220 18.9408 4.7645 -0.11 -0.42 -0.03
H 12.2779 14.4673 7.6599 0.10 -0.55 -0.96
F 5.2968 7.1267 6.9037 1.00 1.06 -1.44
H 9.0998 20.2204 4.6628 -0.42 0.28 -0.41
C 9.7426 14.0127 8.0368 -2.54 1.70 2.59
C 7.4161 10.8228 6.9963 0.45 1.90 0.13
C 7.7957 16.6049 5.3473 -0.76 -1.56 -0.13
C 6.0961 9.9872 4.7476 -0.18 -0.85 1.92
C 10.4620 13.2236 4.5850 0.54 0.38 -0.01
C 9.5917 18.2402 5.0617 0.75 -2.54 0.43
H 12.1683 13.1650 3.5146 1.52 -0.69 -1.39
C 6.8624 17.6535 5.1575 0.13 1.02 -0.08

[4]
40
Properties=species:S:1:pos:R:3:forces:R:3 method="wB97M-V/def2-TZVPD" energy_ev=-50252.314
C -3.8693 1.1239 1.4349 -0.50 -0.48 -0.20
H -0.8058 -2.2438 -4.2911 0.15 -0.22 0.10
C -0.0404 -2.3203 -2.2870 -0.12 -0.45 -0.55
H -0.9584 3.6311 1.5189 -0.19 -0.29 -0.06
C 1.4116 2.8488 1.2059 -0.08 -0.37 -0.24
C -0.1779 0.8131 0.9206 0.33 -1.83 3.02
H -2.4497 -0.4278 0.9648 -0.28 0.24 0.01
C 3.5086 1.0667 1.4847 0.38 -0.59 -0.15
C 0.7420 -2.1295 -0.0515 0.58 0.25 1.81
O -1.9721 -0.7101 -1.7132 0.75 0.69 0.46
F -3.2542 4.6438 1.8377 0.53 -1.13 -0.02
H -0.2383 -0.2550 1.2809 0.13 2.41 1.00
C -2.6004 0.6308 1.1742 0.85 0.25 -0.04
H -5.1509 2.8415 1.7818 0.28 -0.03 0.06
F 2.9480 4.6141 1.6902 -0.44 -1.15 -0.23
C -1.4485 1.4855 1.1400 -2.85 0.26 -0.34
N 0.1878 -0.8688 -0.2788 -0.70 0.25 -2.60
S -0.5231 -0.7129 -1.7610 0.24 -1.47 -0.90
C 0.8215 -4.8633 -2.8164 -0.11 0.25 -0.01
C -1.7152 2.8607 1.4456 0.23 -0.13 -0.50
C 1.1106 1.4503 1.0793 2.77 0.56 0.14
C -0.2818 -2.8509 -3.5535 0.03 0.09 0.18
C 0.1651 -4.1429 -3.8262 -0.05 0.40 0.41
C 2.2342 0.5818 1.2365 -0.61 0.24 -0.07
H 1.5541 -4.9095 -0.7843 -0.18 0.33 -0.23
F -4.9214 0.2383 1.4306 1.02 0.91 0.04
H 1.1554 -5.8705 -3.0569 0.02 0.18 0.27
C 2.7018 3.2707 1.5297 0.11 0.30 -0.09
H 4.8088 2.7761 1.8227 -0.37 -0.08 0.00
O 0.1724 0.2312 -2.5969 -0.45 0.43 0.63
H -0.0039 -4.5752 -4.8141 0.10 0.06 0.36
C 3.7942 2.4156 1.6515 -0.39 -0.20 -0.10
O 1.2918 -2.4200 1.0214 -0.85 0.13 -1.80
C -4.1365 2.4726 1.6549 0.63 -0.40 -0.16
C -3.0152 3.3039 1.6592 -0.57 0.16 -0.06
C 0.6047 -3.0015 -1.2747 0.06 -0.52 -0.61
H 2.0641 -0.4878 1.1415 0.31 0.13 0.09
H 0.6950 3.6385 1.0212 0.20 -0.22 0.05
C 1.0445 -4.3139 -1.5474 0.04 0.11 0.26
F 4.5470 0.1650 1.5242 -0.99 0.92 0.10

[5]
48
Properties=species:S:1:pos:R:3:forces:R:3 method="wB97M-V/def2-TZVPD" energy_ev=-72031.485 de_lowest_kcal_mol=0.8 multiplicity=2
C 4.9739 0.6288 -2.3738 0.01 -0.01 0.00
C -1.3750 -2.7758 0.8763 0.01 0.02 0.05
N 7.1375 0.3485 -1.1901 0.03 0.19 0.07
O -0.2226 -2.1485 -1.0849 0.03 -0.05 0.30
H 3.7135 -1.2203 1.8246 0.00 0.04 0.01
N -0.8340 -1.6503 1.4259 -0.10 -0.06 -0.01
C 2.8722 0.0512 -1.2856 0.04 0.09 0.02
C 3.6193 0.5318 -2.4077 0.00 -0.02 -0.02
O 1.8252 -1.1441 1.2587 -0.05 -0.25 -0.19
O 1.6032 0.0229 -1.3772 -0.23 0.07 0.17
Cl -1.2401 -4.4428 -2.7437 0.00 0.00 0.00
O 7.6841 0.7903 -2.1827 -0.03 -0.07 -0.01
H -3.0821 -3.9162 3.5691 0.01 -0.01 0.00
C 3.6211 -0.3501 -0.1282 -0.04 -0.02 0.00
C 5.0289 -0.2414 -0.1231 0.02 0.01 0.00
C -0.0332 2.5498 -0.6725 -0.07 -0.10 -0.01
H 3.0559 0.8204 -3.2842 -0.01 0.00 0.01
H -2.8555 -5.8332 -0.8881 0.00 0.00 0.00
Cl -3.7962 -5.8434 1.7798 0.00 -0.01 0.00
C -1.0299 -3.0006 -0.4859 0.04 -0.10 -0.01
O 0.2277 1.0084 1.2266 -0.07 -0.14 -0.25
H 1.0392 2.5945 -0.8633 0.01 -0.01 0.02
C -2.6808 0.7903 -0.9630 -0.05 0.05 0.10
C -1.9230 1.7316 -1.8659 0.02 -0.03 0.01
O 7.7178 0.0162 -0.1736 -0.03 -0.07 -0.04
C -1.0674 -1.3415 2.6766 -0.01 0.02 -0.01
O -3.9989 0.9017 -1.0978 -0.02 0.00 -0.01
H -2.1189 1.4192 -2.8946 -0.03 0.02 0.00
H 5.5305 0.9990 -3.2227 0.00 0.00 0.00
C -2.7447 -4.7498 0.9356 0.01 0.02 -0.01
H -2.3224 2.7434 -1.7404 0.00 0.00 0.03
C -2.2120 -3.6266 1.6134 -0.01 -0.03 0.03
O -0.5529 1.6495 -1.6448 0.08 -0.03 -0.03
C -1.8765 -2.1578 3.4892 -0.01 0.00 -0.01
C -1.5933 -4.1064 -1.0875 0.02 -0.04 0.00
C -2.4470 -3.2829 2.9650 -0.01 0.02 0.00
C 3.0319 -0.9140 1.0261 -0.01 -0.02 -0.04
H 5.5965 -0.5421 0.7475 0.00 0.00 0.00
O -2.1662 0.0083 -0.1973 0.19 -0.03 -0.28
H -2.0429 -1.8736 4.5182 0.00 0.00 0.00
H -4.4188 0.2596 -0.5041 0.01 0.01 -0.01
H -0.6196 -0.4217 3.0312 0.00 0.00 0.00
H -0.4662 3.5423 -0.8068 0.00 0.01 0.01
O -0.7482 2.9722 1.5447 -0.09 -0.02 0.01
C 5.6800 0.2401 -1.2143 0.01 -0.05 -0.01
Ru 0.3163 -0.6302 0.0788 0.11 0.43 -0.02
C -0.2463 2.1578 0.8007 0.23 0.13 0.13
C -2.4428 -4.9748 -0.3767 -0.01 0.02 0.00

[6]
43
Properties=species:S:1:pos:R:3:forces:R:3 method="wB97M-V/def2-TZVPD" energy_ev=-99333.229 de_lowest_kcal_mol=2.0 multiplicity=6 charge=+1
Cl -1.6122 -1.4969 -0.9464 0.01 -0.02 0.00
C 2.0786 -1.0139 -4.1080 0.08 0.08 -0.18
H 4.6795 -1.5756 4.8579 0.00 0.00 0.00
Cl -6.9932 -1.3092 -1.2791 -0.01 0.00 0.00
N 0.8215 0.6132 -2.8890 -0.18 -0.24 0.22
C 3.3919 -0.9066 3.2933 0.00 0.00 0.01
H -1.0257 1.6457 2.1906 0.00 0.00 -0.02
C 1.4883 -0.5871 -5.2942 0.07 -0.09 -0.01
H -6.3396 1.4583 -1.1289 0.00 0.00 0.00
N 2.4646 -0.5292 0.6192 0.08 0.03 -0.09
H -0.4784 1.7997 -3.9419 0.00 -0.01 0.01
H -4.3318 -2.3264 -1.1517 0.00 0.00 0.00
C -2.9914 0.8299 -0.9502 0.05 -0.03 -0.01
C -0.0971 1.1190 2.3829 0.05 -0.02 0.12
C 1.7680 -0.0415 1.5960 -0.01 0.05 0.09
C 0.2595 1.0106 -4.0215 -0.07 0.02 -0.20
C 2.3302 -0.7826 -1.6438 0.06 -0.08 -0.29
C 1.8211 0.1777 5.3321 -0.01 0.01 0.00
C -3.1081 -0.5646 -1.0093 -0.02 0.00 0.00
C -5.4675 -0.5013 -1.1528 0.00 -0.05 0.00
C 1.7330 -0.3759 -2.9366 0.08 -0.12 0.28
N 0.2706 0.9917 3.6536 -0.02 0.01 -0.05
C 1.4429 0.3133 4.0005 0.05 -0.04 0.04
Mn -0.1080 0.6567 -0.7735 0.95 0.04 -0.02
H 1.7408 -1.0607 -6.2332 0.01 -0.01 0.01
H 0.0978 0.8077 -6.1547 -0.01 0.02 0.01
H 2.8011 -1.8188 -4.0959 0.00 0.01 -0.01
H 3.0560 -1.5928 -1.6181 0.11 0.11 0.06
C -4.2080 1.5303 -0.9952 -0.05 -0.06 0.00
N 0.5800 0.6509 1.3758 -0.20 0.03 -0.25
Cl -4.1589 3.2537 -0.9199 0.01 0.03 0.00
H -0.3100 1.3836 4.3790 0.00 0.00 0.00
N 1.9352 -0.1800 -0.5989 -0.45 -0.14 0.10
C -5.4257 0.8828 -1.0953 0.03 0.03 0.00
C 3.7707 -1.0456 4.6099 0.00 0.00 -0.02
O -1.8318 1.4406 -0.8578 -0.52 0.30 0.04
C 2.2160 -0.2221 2.9718 0.02 -0.04 0.02
H 1.2100 0.6002 6.1199 0.00 0.00 0.00
C -4.3035 -1.2473 -1.1085 -0.03 0.03 -0.01
C 0.5760 0.4460 -5.2562 -0.06 0.11 0.15
C 2.9838 -0.5021 5.6275 0.00 0.00 0.02
H 3.9874 -1.3181 2.4910 -0.01 0.00 0.00
H 3.2863 -0.6130 6.6598 0.00 0.00 0.00